[1]
{"formula": "C23H29ClFN3O14S2", "method": "the ωB97M-V functional and the def2-TZVPD basis", "symbols": ["O", "C", "O", "C", "C", "C", "C", "C", "C", "C", "O", "C", "C", "C", "C", "C", "Cl", "C", "N", "C", "C", "O", "N", "C", "O", "F", "C", "O", "N", "C", "H", "H", "H", "H", "H", "H", "H", "H", "H", "H", "H", "H", "H", "H", "H", "H", "H", "H", "H", "H", "H", "O", "S", "O", "O", "C", "C", "O", "H", "H", "H", "H", "O", "S", "O", "O", "C", "C", "O", "H", "H", "H", "H"], "xyz": [[-1.2633, 1.9849, -3.0996], [-1.1260, 1.6773, -4.2421], [-2.1346, 1.8224, -5.1654], [0.1484, 1.0576, -4.7541], [0.2671, -0.3973, -4.2726], [0.4545, -0.5158, -2.7816], [-0.5178, -1.0243, -1.9320], [-1.8751, -1.4560, -2.4569], [-3.0277, -1.4274, -1.4435], [-3.9526, -2.6315, -1.6730], [-5.2726, -2.4099, -1.2248], [-0.2151, -1.1356, -0.5563], [0.9863, -0.7393, -0.0221], [1.2640, -0.9103, 1.4459], [0.0562, -0.6273, 2.3603], [0.5422, -0.2256, 3.7448], [1.0347, 1.4967, 3.7860], [1.9772, -0.1955, -0.8787], [3.1771, 0.2053, -0.3566], [4.0261, 0.6725, -1.2202], [5.3546, 1.1248, -0.6820], [6.2835, 0.3928, -0.6649], [5.4812, 2.4489, -0.0778], [4.5564, 3.3764, -0.5349], [4.3598, 3.7020, -1.6399], [3.9029, 3.9532, 0.4764], [3.7808, 0.7433, -2.6095], [4.7765, 1.2141, -3.4164], [2.6551, 0.3815, -3.1297], [1.7049, -0.0908, -2.2564], [-2.0871, 2.7116, -5.5358], [0.1617, 1.0896, -5.8388], [0.9698, 1.6571, -4.3853], [-0.6264, -0.9118, -4.6022], [1.0957, -0.8741, -4.7848], [-2.1391, -0.7450, -3.2303], [-1.7868, -2.4192, -2.9579], [-3.6310, -0.5416, -1.6242], [-2.6790, -1.4648, -0.4210], [-3.9814, -2.8134, -2.7445], [-3.4836, -3.4704, -1.1607], [-5.2861, -1.6751, -0.6076], [-0.9430, -1.5536, 0.1189], [1.5599, -1.9452, 1.6198], [2.0999, -0.3056, 1.7742], [-0.5876, 0.1502, 1.9638], [-0.4927, -1.5527, 2.5200], [1.4338, -0.7890, 3.9914], [-0.2039, -0.3883, 4.5105], [5.2659, 2.3154, 0.9131], [5.3928, 0.5036, -3.6269], [-2.9819, -3.9985, 1.1314], [-3.9432, -4.5805, 1.9992], [-4.1883, -4.0643, 3.2940], [-3.6321, -6.1478, 2.0968], [-4.7798, -6.9069, 1.6898], [-5.4840, -6.0150, 0.6877], [-5.3366, -4.6977, 1.2312], [-5.4006, -7.0935, 2.5680], [-4.4624, -7.8527, 1.2598], [-6.5374, -6.2534, 0.5764], [-4.9975, -6.0426, -0.2897], [3.0079, 5.2395, 6.5898], [1.9045, 5.4435, 5.7243], [0.5697, 5.2984, 6.1723], [2.1297, 4.5571, 4.4095], [2.1176, 5.3864, 3.2396], [2.6305, 6.7259, 3.7232], [2.0445, 6.8778, 5.0220], [1.0909, 5.4562, 2.8752], [2.7464, 4.9489, 2.4718], [2.3282, 7.5490, 3.0824], [3.7175, 6.7250, 3.8311]], "atomic_forces_ev_per_a": [[-0.36, 0.17, 0.39], [0.64, -0.02, 0.05], [-0.10, 0.00, -0.19], [-0.22, 0.02, -0.29], [-0.15, 0.20, 0.07], [-0.17, -0.13, -0.04], [0.46, 0.14, -0.09], [0.27, 0.69, 0.31], [-0.37, -0.76, -0.61], [0.64, 0.70, 0.06], [-0.26, -0.23, 0.00], [0.51, 0.18, -0.08], [-0.01, -0.05, 0.18], [-0.47, -0.03, 0.15], [0.65, -0.23, 0.44], [0.11, 0.03, -0.33], [0.00, 0.05, 0.07], [-0.15, -0.17, 0.32], [-0.37, 0.22, -0.48], [0.10, 0.45, 0.36], [0.26, 0.34, -0.17], [0.74, -0.56, 0.08], [-1.54, -0.51, 0.64], [0.60, -0.15, 0.11], [-0.32, 0.19, -1.28], [-0.19, 0.33, 0.78], [-0.14, -0.30, -0.57], [-0.06, 0.10, 0.00], [-0.01, -0.11, 0.44], [-0.05, -0.10, -0.27], [-0.18, 0.03, -0.02], [-0.01, -0.06, -0.15], [0.22, 0.03, 0.13], [-0.14, -0.28, 0.03], [0.23, 0.05, -0.05], [-0.12, 0.00, -0.31], [0.01, -0.26, 0.13], [0.11, 0.33, 0.22], [-0.14, 0.25, 0.20], [-0.24, -0.23, -0.14], [-0.21, -0.36, -0.09], [0.08, 0.00, 0.10], [-0.05, -0.07, 0.05], [0.15, -0.13, 0.00], [0.16, 0.25, -0.21], [-0.21, -0.02, -0.12], [-0.42, -0.01, -0.25], [0.10, -0.14, 0.20], [-0.14, 0.17, 0.12], [0.70, -0.03, 0.07], [0.04, -0.02, -0.01], [0.24, 0.16, 0.17], [-0.28, -0.35, -0.20], [0.09, 0.23, 0.04], [0.01, 0.12, -0.23], [-0.31, -0.09, 0.19], [0.20, -0.13, -0.35], [-0.01, -0.08, 0.33], [-0.01, 0.00, -0.02], [0.20, 0.06, 0.02], [-0.06, 0.19, 0.10], [-0.02, -0.03, 0.01], [-0.01, -0.12, 0.14], [0.09, 0.07, -0.32], [-0.06, 0.04, 0.17], [0.21, 0.17, 0.11], [-0.34, 0.11, -0.19], [0.39, -0.06, -0.04], [-0.24, -0.13, -0.08], [0.02, 0.02, 0.00], [0.08, -0.17, 0.09], [-0.13, 0.07, 0.15], [-0.01, -0.01, -0.04]], "energy_ev": -94365.8014, "e_lumo_ev": -0.56, "charge": 0, "spin_multiplicity": 1}

---

[2]
{"formula": "C23H29F5LuNO2P2", "method": "the ωB97M-V functional and the def2-TZVPD basis", "symbols": ["C", "C", "N", "C", "C", "C", "C", "P", "Lu", "P", "C", "C", "C", "C", "C", "C", "C", "O", "O", "H", "H", "H", "C", "C", "H", "H", "H", "H", "C", "C", "H", "H", "H", "H", "H", "H", "H", "H", "H", "H", "H", "H", "H", "H", "H", "H", "H", "H", "H", "H", "H", "H", "F", "C", "C", "C", "F", "C", "F", "C", "F", "C", "F"], "xyz": [[-0.9449, 2.9890, -2.8941], [-0.9799, 2.0061, -1.9184], [0.1462, 1.7162, -1.1933], [1.3325, 2.3625, -1.5061], [1.3992, 3.3435, -2.5140], [0.2165, 3.7215, -3.1852], [-2.3410, 1.2949, -1.6978], [-2.3828, 0.1283, -0.3077], [0.1526, 0.6233, 0.9612], [2.6526, 0.2567, -0.0071], [2.6551, 1.9821, -0.7822], [-0.4466, -1.7222, 1.4325], [-1.0318, -1.5659, 2.7774], [-0.9015, -2.6037, 3.7472], [-0.2256, -3.8003, 3.4098], [0.3005, -3.9557, 2.1376], [0.1968, -2.9469, 1.2100], [-2.0234, -1.2142, -4.6039], [1.8004, -1.4718, -3.2311], [-1.8545, 3.1950, -3.4809], [2.3705, 3.8317, -2.7215], [0.2510, 4.5184, -3.9659], [-3.5318, 1.1272, 0.6797], [-3.3712, -1.2892, -0.8473], [3.4783, 1.9959, -1.5314], [2.8752, 2.7474, -0.0011], [-2.5369, 0.6682, -2.5718], [-3.1616, 2.0564, -1.6015], [3.9314, 0.5094, 1.2691], [3.4939, -0.6751, -1.2710], [-1.6032, -0.6607, 3.0679], [-1.3109, -2.4993, 4.7706], [-0.1172, -4.5974, 4.1461], [0.7874, -4.8672, 1.8326], [0.6282, -3.1202, 0.2307], [0.9113, -1.4572, -2.7717], [1.4124, -2.0627, -3.9500], [-1.4312, -1.1701, -3.7927], [-2.0177, -0.2597, -4.8312], [-0.0788, -1.1913, 0.4240], [-4.4260, 1.1861, 0.0472], [-3.7814, 0.7351, 1.6772], [-3.1023, 2.1347, 0.7848], [-4.4295, -1.0189, -0.8149], [-3.0778, -1.5371, -1.8707], [-3.2096, -2.1633, -0.2081], [4.4752, -0.2336, -1.4613], [3.5745, -1.6921, -0.8811], [2.8774, -0.7131, -2.1737], [4.9141, 0.5744, 0.7878], [3.7225, 1.4006, 1.8771], [3.8941, -0.3870, 1.9010], [1.5387, 0.7217, 3.6597], [0.8567, 1.9368, 3.4971], [0.0648, 2.2089, 2.3828], [-0.5336, 3.4414, 2.2113], [-1.3399, 3.7605, 1.1263], [-0.3366, 4.4148, 3.1936], [-0.8669, 5.6359, 2.9989], [0.4427, 4.1994, 4.3506], [0.6229, 5.1582, 5.2928], [1.0156, 2.9171, 4.4729], [1.7776, 2.6374, 5.5460]], "atomic_forces_ev_per_a": [[-0.59, -0.18, -0.14], [-0.49, 1.18, -1.06], [0.32, -0.98, 1.91], [0.81, 0.95, -1.51], [-0.17, -0.65, 1.05], [0.79, 0.51, -0.66], [0.59, 0.48, -0.46], [1.35, 0.78, 0.88], [-0.32, -1.02, -3.35], [-0.49, 1.95, 0.13], [-0.84, -0.03, -0.24], [0.62, -1.32, 2.25], [0.40, -0.42, -0.77], [0.25, 0.09, -0.81], [-0.37, 0.69, 0.30], [-0.29, -0.27, 0.43], [-0.31, 0.23, -0.26], [1.27, 1.20, 1.57], [-3.84, -2.09, -1.75], [0.37, -0.12, 0.44], [-0.70, -0.37, 0.11], [-0.20, -0.85, 0.79], [-0.68, 0.05, 0.35], [-0.22, -0.14, -0.06], [-0.47, 0.16, 0.49], [-0.11, -0.59, -0.32], [-0.11, 0.21, -0.26], [0.77, -0.71, -0.24], [0.18, -0.43, 0.02], [0.21, -0.40, 0.11], [0.48, -0.56, -0.32], [0.22, 0.13, -0.85], [-0.08, 0.26, -0.15], [0.11, -0.22, 0.17], [0.12, 0.15, -0.08], [1.44, 0.74, 0.48], [1.55, 0.91, 0.50], [-1.02, -0.40, -1.32], [-0.19, -0.75, -0.19], [-1.11, -0.62, 0.03], [-0.22, 0.25, 0.45], [0.07, 0.03, -0.36], [-0.12, -0.34, 0.02], [-0.01, -0.14, -0.16], [-0.13, -0.08, 0.10], [0.05, 0.20, -0.07], [0.01, -0.15, -0.01], [0.27, -0.10, -0.26], [0.68, 0.26, 0.59], [-0.05, 0.11, 0.26], [0.06, -0.33, -0.18], [0.26, 0.29, 0.10], [-0.98, 1.21, -0.44], [-0.57, 1.41, -0.08], [0.08, 0.96, 1.40], [0.35, 0.17, 1.15], [1.05, -0.52, 1.22], [-0.14, 1.00, -0.12], [0.06, -0.13, 0.30], [-0.25, -0.91, -0.77], [-0.19, -0.98, -1.01], [0.61, -0.04, 0.66], [-0.15, 0.28, -0.03]], "energy_ev": -95686.2830, "e_lumo_ev": [-0.04, 0.21], "charge": 0, "spin_multiplicity": 1, "relative_energy_kj_mol": 356.4}

---

[3]
{"formula": "C23H29N2", "method": "the ωB97M-V functional and the def2-TZVPD basis", "symbols": ["C", "N", "C", "C", "C", "C", "H", "H", "H", "H", "H", "H", "H", "H", "H", "H", "H", "C", "C", "N", "C", "C", "C", "C", "C", "C", "C", "C", "C", "C", "C", "C", "C", "C", "C", "C", "H", "H", "H", "H", "H", "H", "H", "H", "H", "H", "H", "H", "H", "H", "H", "H", "H", "H"], "xyz": [[0.2761, 0.2384, 2.9554], [-1.1154, 0.2495, 2.6667], [-1.8715, -0.9373, 2.9950], [-3.3479, -0.5010, 2.9552], [-3.3337, 1.0479, 2.9432], [-1.8524, 1.4591, 2.9681], [0.7450, 1.1340, 2.5266], [0.5224, 0.2170, 4.0401], [0.7449, -0.6372, 2.4823], [-1.6449, -1.7457, 2.2844], [-1.6140, -1.3260, 4.0060], [-3.8197, -0.8877, 2.0481], [-3.8863, -0.8941, 3.8224], [-3.8062, 1.4259, 2.0343], [-3.8604, 1.4606, 3.8070], [-1.5844, 1.8676, 3.9686], [-1.6119, 2.2428, 2.2343], [3.2107, -2.4733, 0.4712], [2.0215, -2.2028, -0.3492], [1.3815, -3.1956, -1.0087], [1.7233, -4.6060, -0.9034], [0.3510, -2.6760, -1.7984], [0.3069, -1.2795, -1.5834], [-0.7018, -0.5421, -2.1914], [-1.6096, -1.2066, -3.0353], [-1.5367, -2.5950, -3.2468], [-0.5331, -3.3543, -2.6284], [1.3694, -0.9633, -0.6244], [1.6285, 0.2653, -0.0119], [1.4280, 1.5581, -0.5964], [1.4472, 1.7505, -2.0055], [1.0859, 2.9631, -2.5732], [0.6648, 4.0282, -1.7687], [0.0895, 5.2509, -2.4099], [0.7891, 3.9067, -0.3770], [1.2197, 2.7223, 0.2010], [3.6427, -1.5202, 0.7831], [2.9582, -3.0405, 1.3800], [3.9877, -3.0290, -0.0787], [1.0248, -5.1895, -1.5075], [2.7483, -4.7865, -1.2607], [1.6618, -4.9506, 0.1413], [-0.7627, 0.5261, -2.0020], [-2.3873, -0.6308, -3.5353], [-2.2652, -3.0855, -3.8878], [-0.4262, -4.4284, -2.7820], [2.0556, 0.2404, 0.9934], [1.7233, 0.9130, -2.6467], [1.0818, 3.0753, -3.6591], [-0.1461, 6.0217, -1.6738], [0.7691, 5.6811, -3.1533], [-0.8385, 5.0095, -2.9421], [0.5330, 4.7649, 0.2508], [1.3639, 2.6648, 1.2822]], "atomic_forces_ev_per_a": [[0.45, 0.01, 0.25], [-0.26, 0.02, -0.91], [-0.03, -0.17, 0.63], [0.16, -0.07, -0.12], [0.12, -0.01, -0.11], [0.08, 0.16, 0.62], [-0.09, -0.17, 0.23], [-0.11, -0.01, -0.23], [-0.08, 0.09, 0.22], [-0.06, 0.15, 0.10], [-0.05, 0.16, -0.25], [-0.05, 0.06, 0.19], [0.03, 0.04, -0.23], [-0.07, -0.03, 0.16], [0.02, -0.02, -0.21], [-0.06, -0.16, -0.26], [-0.08, -0.14, 0.13], [0.49, 0.20, 0.50], [-1.21, -0.97, -0.19], [0.98, 0.72, 0.53], [0.32, -0.35, 0.06], [-0.47, 0.64, -0.05], [-0.05, -0.60, -0.44], [-0.35, -0.31, -0.34], [0.28, 0.05, 0.38], [0.50, 0.10, 0.28], [-0.16, 0.25, -0.01], [-0.12, 0.71, -0.07], [0.74, -0.53, -0.36], [-0.28, 0.88, -0.29], [-0.34, -0.14, 0.10], [0.11, -0.47, 0.11], [0.04, -0.18, 0.06], [-0.08, 0.35, -0.01], [0.06, 0.05, 0.07], [-0.04, -0.47, -0.05], [0.06, -0.19, 0.03], [0.03, 0.04, -0.28], [-0.34, 0.16, 0.14], [0.22, 0.15, 0.17], [-0.35, 0.08, 0.03], [-0.07, 0.23, -0.37], [-0.18, -0.21, -0.22], [0.16, -0.16, 0.16], [0.20, 0.12, 0.08], [-0.28, 0.32, -0.03], [0.14, 0.04, -0.36], [-0.08, 0.21, 0.15], [0.03, -0.05, 0.31], [0.06, -0.07, -0.06], [-0.02, -0.11, 0.13], [0.14, -0.06, 0.11], [0.15, -0.34, -0.17], [-0.22, 0.01, -0.33]], "energy_ev": -27295.3843, "e_lumo_ev": -4.79, "charge": 1, "spin_multiplicity": 1, "relative_energy_kj_mol": 3.5}